(1)
ORCA calculation (ωB97M-V with the def2-TZVPD basis set) on a cluster of 2 separate species, C4H7N2 in total in a non-equilibrium geometry.

```
! wB97M-V def2-TZVPD RIJCOSX def2/J DEFGRID3
* xyz 1 3
N 1.45 0.96 1.67
C -0.85 -0.74 -0.70
H -0.59 3.53 2.19
H 2.24 -1.68 -0.13
H -0.57 -0.82 0.35
C 0.56 1.82 1.75
H 3.54 -0.39 -0.53
H -1.64 -1.48 -0.90
H 0.06 -0.86 -1.20
C 1.99 0.19 0.85
H -1.21 0.30 -0.92
C 2.66 -0.62 0.11
N -0.27 2.61 1.89
*
```

Results
⟨S²⟩ = 2.0147
gap between HOMO and LUMO (spin up / spin down) = 8.3 / 8.0 eV
LUMO (spin up / spin down) = -4.14 / -8.63 eV
HOMO level (spin up / spin down) = -12.430 / -16.651 eV

***

(2)
ORCA calculation (ωB97M-V with the def2-TZVPD basis set) on the ion BH5I2NOSi with charge -1.

```
! wB97M-V def2-TZVPD RIJCOSX def2/J DEFGRID3
* xyz -1 1
I -2.93 2.91 3.63
H 1.25 -1.69 0.94
O 1.67 1.12 -0.34
Si -1.01 -0.19 -0.71
I -2.15 0.66 1.31
H -1.36 -1.62 -0.98
H -1.44 0.58 -1.92
N 1.73 -1.28 0.14
B 0.99 -0.07 -0.30
H 1.58 -1.98 -0.58
H 1.69 1.56 -1.19
*
```

Results
gap between HOMO and LUMO = 5.9 eV
LUMO = 2.47 eV
HOMO level = -3.481 eV

***

(3)
ORCA calculation (ωB97M-V with the def2-TZVPD basis set) on a structure of composition C27H33IrN3O8P2S in a non-equilibrium geometry.

```
! wB97M-V def2-TZVPD RIJCOSX def2/J DEFGRID3
* xyz 2 2
H 2.68 -2.61 1.29
H 3.95 -0.80 -2.40
C 2.53 1.50 -2.24
C 0.49 -2.84 -2.23
H 4.96 0.74 5.16
H 2.84 4.92 -2.58
H 4.56 -4.97 -1.73
H 3.83 2.50 0.82
H -1.09 -6.55 1.35
H 1.08 -3.64 -2.69
O -3.20 -1.22 0.13
C 3.21 0.19 1.75
C 3.48 2.53 -0.20
C 5.23 0.47 3.05
N -0.22 -2.48 0.13
H -2.79 -2.63 -1.34
H -0.34 -2.60 -2.90
O -0.92 -1.08 2.77
H -0.98 -2.80 2.01
C 3.53 3.74 -0.89
O 0.07 1.76 -0.72
O -0.51 1.93 -3.12
H 4.77 -2.97 -3.17
H -3.96 -0.87 2.92
H -4.83 0.04 1.67
C 3.24 -1.56 -0.51
H 1.82 2.98 -3.72
H -1.16 -0.49 3.50
C 4.20 -4.01 -1.39
C 3.62 -3.90 -0.13
H -4.50 -2.16 -1.15
C 4.31 -2.90 -2.20
C 2.34 2.88 -2.78
S -0.03 1.13 -2.06
C 2.45 0.27 2.92
P 2.46 -0.03 0.13
H -3.36 -1.05 -1.96
H 0.56 0.31 3.99
H 4.01 4.59 -0.41
H 5.19 0.20 0.92
C -2.97 2.56 -0.63
C 4.48 0.58 4.21
O -2.79 0.48 1.86
H 6.31 0.51 3.10
P -2.35 0.09 0.39
C 3.09 0.49 4.14
C 2.89 3.92 -2.15
C -0.04 -3.30 -0.91
C -1.39 -5.56 1.69
N 0.31 -0.68 2.23
C 3.14 -2.68 0.31
H -2.48 -5.53 1.72
H -1.95 2.90 -0.56
C -0.85 -4.52 0.77
H 3.34 1.08 -2.86
C 4.59 0.28 1.83
H 3.56 -4.77 0.52
O -0.70 -0.19 -1.83
H -3.56 2.97 0.19
O -3.06 1.11 -0.57
H -0.39 -5.48 -1.15
C -3.47 -1.80 -1.17
C -0.42 -4.60 -0.54
Ir 0.03 -0.49 0.18
O 1.44 0.59 -2.43
H 2.51 0.56 5.05
N -0.71 -3.24 1.14
H -3.40 2.84 -1.58
H 1.11 -1.96 -2.13
C 2.95 1.40 -0.80
C -4.06 0.10 2.43
H -1.02 -5.42 2.71
H -4.32 0.86 3.16
C 1.02 0.02 3.04
C 3.83 -1.67 -1.76
*
```

Results
⟨S²⟩ = 0.7895
gap between HOMO and LUMO (spin up / spin down) = 6.1 / 7.0 eV
LUMO (spin up / spin down) = -6.68 / -6.84 eV
HOMO level (spin up / spin down) = -12.733 / -13.824 eV